Record 1
Computed, not measured: a cluster of 16 separate species, C19H66F3O17 in total in a non-equilibrium geometry, with wB97M-V/def2-TZVPD.

Results
Kohn-Sham gap (spin up / spin down) (Eh): 0.351 / 0.250
LUMO (spin up / spin down) (eV): 0.055 / -2.674
<S²>: 0.75
2S+1: 2

Each line ends with the Löwdin charge.
Positions of all 105 atoms, in Å:
C 8.210 -20.400 -27.645  -0.27
O 8.158 -20.772 -26.233  -0.10
O 7.703 -21.515 -28.306  0.17
C 7.639 -19.005 -28.026  -0.63
F 7.466 -18.844 -29.341  0.16
F 6.439 -18.832 -27.489  0.16
F 8.416 -18.042 -27.674  0.19
C 8.593 -19.754 -25.298  -0.20
C 8.733 -20.482 -23.950  -0.06
H 9.359 -21.371 -23.876  0.08
H 9.048 -19.838 -23.129  0.05
H 7.855 -21.034 -23.614  0.06
H 7.840 -18.980 -25.152  0.11
H 9.541 -19.293 -25.575  0.10
H 9.264 -20.367 -27.920  0.15
C 11.432 -17.071 -29.973  -0.17
O 11.314 -15.930 -30.795  -0.11
H 10.674 -17.063 -29.190  0.05
H 11.248 -17.962 -30.574  0.07
H 12.398 -17.063 -29.467  0.08
H 10.605 -16.064 -31.428  0.08
C 12.459 -19.241 -26.148  -0.12
O 12.318 -18.084 -25.380  -0.13
H 12.626 -19.019 -27.202  0.08
H 13.302 -19.844 -25.811  0.09
H 11.533 -19.774 -25.934  0.07
H 13.212 -17.735 -25.348  0.10
C 11.798 -17.944 -22.224  -0.10
O 10.753 -17.872 -23.199  -0.15
H 11.876 -18.874 -21.662  0.07
H 12.732 -17.759 -22.754  0.07
H 11.682 -17.044 -21.619  0.09
H 11.193 -17.978 -24.045  0.02
C 10.815 -15.266 -26.582  -0.16
O 10.193 -14.111 -26.081  -0.11
H 11.594 -15.069 -27.318  0.08
H 11.326 -15.743 -25.746  0.06
H 10.113 -15.990 -26.994  0.06
H 9.652 -14.283 -25.308  0.07
C 7.605 -17.428 -21.881  -0.20
O 8.205 -16.744 -22.921  -0.11
H 7.508 -18.486 -22.121  0.04
H 8.142 -17.362 -20.935  0.08
H 6.609 -17.018 -21.713  0.08
H 9.061 -17.178 -22.975  0.02
C 11.261 -21.372 -29.795  -0.17
O 11.242 -22.660 -30.348  -0.10
H 11.795 -20.665 -30.430  0.08
H 10.216 -21.094 -29.660  0.05
H 11.583 -21.344 -28.754  0.07
H 10.915 -23.226 -29.645  0.08
C 5.020 -19.324 -24.147  -0.17
O 3.647 -19.473 -24.336  -0.10
H 5.440 -18.558 -24.799  0.07
H 5.189 -19.036 -23.109  0.06
H 5.639 -20.215 -24.255  0.06
H 3.295 -20.298 -23.996  0.08
C 5.496 -21.643 -21.248  -0.12
O 6.307 -20.503 -21.004  -0.14
H 5.763 -22.377 -20.488  0.09
H 4.439 -21.377 -21.269  0.09
H 5.715 -22.129 -22.198  0.07
H 5.876 -20.032 -20.287  0.10
C 5.907 -18.177 -32.319  -0.16
O 7.088 -18.442 -33.058  -0.13
H 5.052 -18.007 -32.973  0.08
H 5.813 -18.960 -31.567  0.05
H 6.048 -17.196 -31.865  0.08
H 6.983 -19.243 -33.578  0.07
C 9.808 -20.770 -20.538  -0.17
O 8.792 -21.685 -20.853  -0.13
H 9.329 -19.800 -20.675  0.07
H 10.295 -20.872 -19.568  0.08
H 10.614 -20.914 -21.257  0.07
H 7.934 -21.255 -20.881  0.01
C 6.450 -15.520 -26.742  -0.14
O 5.255 -14.764 -26.929  -0.12
H 6.321 -16.214 -25.912  0.07
H 6.660 -16.039 -27.677  0.07
H 7.293 -14.896 -26.442  0.07
H 4.871 -14.405 -26.125  0.08
C 4.684 -21.733 -26.546  -0.15
O 4.473 -22.987 -27.147  -0.11
H 5.163 -21.919 -25.585  0.06
H 5.312 -21.124 -27.194  0.07
H 3.713 -21.254 -26.422  0.08
H 3.783 -23.448 -26.664  0.08
C 7.620 -24.090 -24.724  -0.21
O 7.596 -23.685 -26.012  -0.09
H 7.941 -25.130 -24.673  0.09
H 8.289 -23.537 -24.066  0.06
H 6.667 -23.956 -24.211  0.07
H 7.763 -22.745 -26.117  0.04
C 4.415 -21.223 -30.265  -0.17
O 4.381 -22.595 -29.950  -0.11
H 4.472 -21.133 -31.349  0.07
H 3.506 -20.737 -29.910  0.08
H 5.316 -20.701 -29.942  0.06
H 3.574 -22.978 -30.301  0.08
C 3.451 -18.110 -28.115  -0.17
O 2.188 -18.327 -28.685  -0.11
H 4.113 -18.721 -28.729  0.05
H 3.792 -17.078 -28.209  0.07
H 3.578 -18.274 -27.045  0.08
H 2.367 -18.292 -29.628  0.07


Record 2
Computed, not measured: a cluster of 14 separate species, C19H66N14O14 in total in a non-equilibrium geometry, with wB97M-V/def2-TZVPD.

Results
Kohn-Sham gap (Eh): 0.301
LUMO (eV): -0.305
ΔE to the lowest compared entry with this formula, charge and spin (eV): 12.105
2S+1: 1

Each line ends with the Löwdin charge.
Positions of all 113 atoms, in Å:
C -2.288 2.346 5.061  -0.04
C -2.001 3.266 3.893  -0.30
O -0.962 4.166 4.212  -0.07
H -2.583 2.804 6.000  0.09
H -1.445 1.742 5.335  0.05
H -3.056 1.662 4.749  0.06
H -2.853 3.891 3.622  0.11
H -1.695 2.867 2.932  0.09
H -1.041 4.885 3.653  0.05
C 4.285 -0.839 0.408  -0.09
C 5.739 -0.604 0.724  -0.35
O 5.887 0.696 1.163  -0.07
H 3.728 -0.574 1.313  0.06
H 4.218 -1.939 0.305  0.08
H 4.007 -0.206 -0.433  0.08
H 6.308 -0.741 -0.179  0.11
H 6.114 -1.312 1.441  0.11
H 5.353 0.908 1.958  0.10
C 1.735 -2.823 2.498  -0.06
C 1.878 -3.546 1.078  -0.27
O 1.134 -4.763 0.959  -0.10
H 2.353 -1.979 2.532  0.02
H 2.055 -3.430 3.330  0.07
H 0.676 -2.518 2.691  0.05
H 2.958 -3.775 0.881  0.11
H 1.620 -2.781 0.303  0.08
H 1.047 -4.996 0.017  0.11
C 2.022 -1.472 -3.661  -0.07
C 2.715 -2.456 -2.721  -0.28
O 3.454 -3.551 -3.295  -0.07
H 1.338 -0.853 -3.169  0.03
H 1.551 -2.030 -4.437  0.06
H 2.713 -0.825 -4.116  0.05
H 1.944 -2.941 -2.129  0.08
H 3.229 -1.963 -1.926  0.07
H 3.777 -4.197 -2.660  0.08
C 0.710 -0.009 -0.634  -0.03
C 0.623 -0.004 0.917  -0.28
O -0.063 1.119 1.355  -0.10
H 1.036 -1.011 -0.908  0.04
H 1.330 0.742 -1.144  0.06
H -0.280 0.039 -1.081  0.05
H 1.580 -0.043 1.384  0.08
H 0.204 -0.907 1.288  0.07
H -0.927 1.115 0.954  0.04
C 0.756 1.864 -4.500  -0.66
O 1.459 1.616 -3.342  -0.12
N 1.022 1.283 -5.627  0.13
N -0.404 2.407 -4.549  0.15
H 2.009 0.953 -5.690  0.13
H 0.566 1.529 -6.520  0.12
H -0.800 2.617 -3.610  0.06
H -0.918 2.367 -5.470  0.14
C -0.861 -3.692 -4.335  -0.62
O -0.232 -4.855 -3.894  -0.12
N -1.352 -3.480 -5.532  0.14
N -1.026 -2.641 -3.623  0.10
H -1.377 -4.199 -6.325  0.16
H -2.061 -2.760 -5.645  0.10
H -0.674 -2.630 -2.640  0.07
H -1.071 -1.754 -4.112  0.13
C -3.631 -0.488 -2.686  -0.60
O -2.491 0.364 -2.558  -0.15
N -3.537 -1.760 -2.997  0.14
N -4.782 0.008 -2.449  0.18
H -2.532 -2.147 -2.963  0.09
H -4.347 -2.364 -3.023  0.13
H -4.768 0.993 -2.227  0.12
H -5.713 -0.380 -2.703  0.15
C 1.045 0.872 4.657  -0.56
O 1.302 -0.555 4.442  -0.18
N 0.632 1.764 3.810  0.18
N 1.255 1.434 5.795  0.15
H 0.526 1.443 2.805  0.08
H 0.172 2.581 4.001  0.02
H 1.550 0.835 6.533  0.11
H 1.009 2.384 6.081  0.13
C -3.437 1.396 0.898  -0.56
O -3.949 1.006 2.133  -0.09
N -2.743 0.650 0.130  0.20
N -3.573 2.598 0.393  0.12
H -2.752 -0.332 0.304  0.07
H -2.347 0.823 -0.799  0.08
H -4.206 3.220 0.948  0.17
H -3.802 2.720 -0.639  0.16
C -1.478 -2.881 0.009  -0.63
O -0.566 -2.882 -1.007  -0.10
N -2.610 -2.295 -0.112  0.17
N -1.312 -3.459 1.102  0.21
H -2.892 -2.014 -1.069  0.09
H -3.286 -2.390 0.633  0.14
H -0.422 -3.960 1.288  0.10
H -2.009 -3.494 1.857  0.15
C -1.093 3.829 -1.185  -0.64
O -1.733 3.056 -2.142  -0.15
N -0.134 4.599 -1.484  0.17
N -1.405 3.860 0.065  0.15
H 0.158 4.626 -2.472  0.14
H 0.374 5.282 -0.869  0.15
H -2.294 3.264 0.361  0.04
H -0.847 4.309 0.785  0.11
C 3.139 2.549 0.633  -0.18
O 3.819 3.614 1.200  -0.11
H 3.680 2.373 -0.258  0.07
H 2.115 2.794 0.305  0.07
H 3.140 1.674 1.305  0.07
H 3.687 3.585 2.159  0.08
C -1.706 -1.060 3.321  -0.18
O -2.980 -0.776 3.752  -0.15
H -1.712 -0.944 2.238  0.04
H -1.326 -2.046 3.534  0.07
H -1.170 -0.153 3.739  0.09
H -3.181 0.093 3.378  0.00


Record 3
Computed, not measured: a cluster of 14 separate species, C19H66N6O14 in total in a non-equilibrium geometry, with wB97M-V/def2-TZVPD.

Results
Kohn-Sham gap (Eh): 0.298
LUMO (eV): -0.181
ΔE to the lowest compared entry with this formula, charge and spin (eV): 1.783
2S+1: 1

Each line ends with the Löwdin charge.
Positions of all 105 atoms, in Å:
C 2.610 3.319 1.022  -0.09
C 3.211 1.996 0.570  -0.33
O 4.581 2.104 0.838  -0.06
H 2.961 4.187 0.387  0.11
H 2.922 3.520 2.032  0.06
H 1.546 3.340 1.037  0.03
H 3.082 1.879 -0.492  0.07
H 2.707 1.149 0.990  0.08
H 4.878 1.453 1.487  0.09
C -1.209 -0.945 3.950  -0.08
C -1.757 -0.407 5.255  -0.27
O -1.864 1.019 5.289  -0.09
H -0.908 -1.979 4.116  0.06
H -0.361 -0.432 3.472  0.06
H -1.990 -1.012 3.218  0.05
H -1.210 -0.834 6.084  0.10
H -2.842 -0.706 5.387  0.13
H -2.523 1.288 5.932  0.10
C 0.887 3.252 -2.021  -0.07
C 0.709 4.492 -2.950  -0.27
O -0.316 5.307 -2.367  -0.12
H 1.091 3.596 -0.987  0.07
H 1.708 2.684 -2.385  0.02
H 0.070 2.584 -2.037  0.02
H 0.459 4.190 -3.960  0.09
H 1.547 5.211 -2.888  0.12
H -1.152 4.816 -2.396  0.02
C -5.686 -0.802 1.439  -0.09
C -4.306 -0.367 0.994  -0.39
O -4.486 0.853 0.441  -0.06
H -5.963 -0.347 2.382  0.07
H -5.608 -1.814 1.912  0.08
H -6.449 -0.780 0.687  0.07
H -3.922 -1.087 0.275  0.09
H -3.822 -0.250 1.975  0.11
H -3.627 1.197 0.070  0.06
C 0.596 -0.092 -0.770  -0.06
C 0.090 0.239 0.579  -0.31
O -1.208 -0.260 0.716  -0.12
H 0.782 -1.142 -0.894  0.06
H 1.519 0.463 -1.001  0.07
H -0.064 0.139 -1.579  0.05
H 0.181 1.316 0.782  0.10
H 0.570 -0.238 1.456  0.11
H -1.252 -1.225 0.570  0.07
C 2.133 -3.445 3.479  -0.58
O 1.662 -2.087 3.273  -0.18
N 3.001 -4.025 2.660  0.16
N 1.664 -4.208 4.395  0.15
H 3.324 -3.390 1.922  0.06
H 3.539 -4.854 2.821  0.11
H 0.941 -3.852 5.011  0.12
H 1.921 -5.238 4.408  0.16
C 2.491 0.652 -3.968  -0.58
O 3.262 0.845 -2.820  -0.14
N 2.011 -0.530 -4.253  0.16
N 2.177 1.608 -4.829  0.17
H 2.175 -1.342 -3.597  0.09
H 1.337 -0.864 -4.918  0.11
H 2.452 2.599 -4.728  0.14
H 1.595 1.433 -5.584  0.08
C -2.142 3.001 -0.646  -0.57
O -2.592 3.893 -1.647  -0.15
N -2.075 1.720 -0.908  0.13
N -1.627 3.339 0.516  0.19
H -2.210 1.538 -1.930  0.08
H -1.599 0.970 -0.329  0.07
H -1.284 4.353 0.596  0.17
H -1.426 2.767 1.321  0.06
C -1.223 0.758 -4.031  -0.14
O -2.499 0.988 -3.470  -0.11
H -0.552 1.626 -3.887  0.08
H -1.309 0.724 -5.109  0.09
H -0.676 -0.079 -3.628  0.04
H -3.054 0.286 -3.780  0.07
C -0.045 -3.310 0.959  -0.13
O -1.425 -3.429 0.676  -0.13
H 0.362 -3.281 -0.054  0.07
H 0.301 -4.210 1.498  0.09
H 0.185 -2.406 1.461  0.03
H -1.801 -4.154 1.188  0.09
C 0.648 -3.071 -3.103  -0.15
O 2.064 -2.998 -3.028  -0.14
H 0.182 -3.785 -2.354  0.10
H 0.385 -3.445 -4.093  0.09
H 0.166 -2.106 -2.976  0.04
H 2.445 -3.840 -3.316  0.11
C -2.937 -1.701 -2.026  -0.21
O -2.616 -2.155 -3.262  -0.10
H -2.986 -2.504 -1.311  0.07
H -3.865 -1.117 -2.087  0.10
H -2.192 -1.031 -1.613  0.06
H -3.220 -2.886 -3.509  0.12
C 4.007 -1.743 -0.047  -0.14
O 4.485 -2.665 0.892  -0.16
H 3.535 -2.264 -0.887  0.06
H 4.885 -1.242 -0.534  0.10
H 3.252 -1.000 0.289  0.08
H 5.030 -3.393 0.434  0.15
C 0.621 2.387 3.613  -0.12
O -0.762 2.399 3.136  -0.16
H 1.023 3.405 3.645  0.08
H 1.309 1.705 3.060  0.07
H 0.605 1.965 4.639  0.08
H -1.238 1.812 3.755  0.03


Record 4
Computed, not measured: a cluster of 15 separate species, C19H68N14O15 in total in a non-equilibrium geometry, with wB97M-V/def2-TZVPD.

Results
Kohn-Sham gap (spin up / spin down) (Eh): 0.095 / 0.316
LUMO (spin up / spin down) (eV): 1.957 / 1.943
<S²>: 0.75
2S+1: 2
Net charge: -1

Each line ends with the Löwdin charge.
Positions of all 116 atoms, in Å:
O 0.030 1.666 2.244  -0.13
H -0.348 1.605 3.122  -0.01
H 0.721 2.323 2.326  0.00
O -1.991 -3.560 -1.035  -0.05
H -1.343 -2.895 -1.269  0.00
H -2.467 -3.729 -1.848  0.06
O -2.855 0.850 1.253  -0.06
H -3.542 1.499 1.406  0.05
H -2.256 1.274 0.639  0.02
O -3.100 -1.011 3.002  -0.10
H -3.852 -0.728 3.523  0.08
H -2.977 -0.312 2.360  -0.02
C -3.718 -4.173 2.249  -0.78
O -4.325 -5.148 1.814  0.01
N -3.917 -3.786 3.465  0.17
N -2.873 -3.387 1.631  0.15
H -4.717 -4.085 4.005  0.12
H -3.400 -2.962 3.736  0.07
H -2.670 -3.562 0.658  0.06
H -2.718 -2.475 2.036  0.06
C -0.022 -0.910 -0.255  -0.73
O 0.052 -1.521 -1.287  0.02
N -0.197 -1.409 0.941  0.23
N 0.093 0.411 -0.310  0.17
H -0.107 -2.410 1.041  0.06
H -0.187 -0.804 1.750  0.08
H 0.148 0.897 -1.193  0.09
H 0.131 0.858 0.595  0.04
C 0.335 -4.106 -4.081  -0.76
O 0.277 -4.833 -3.094  0.03
N 0.488 -4.497 -5.292  0.15
N 0.139 -2.786 -4.064  0.17
H 0.387 -3.927 -6.119  0.11
H 0.774 -5.434 -5.535  0.12
H 0.210 -2.258 -3.206  0.06
H 0.269 -2.291 -4.935  0.09
C 0.445 -4.615 2.294  -0.77
O 1.592 -4.937 2.564  0.01
N -0.471 -4.482 3.181  0.19
N 0.085 -4.303 1.050  0.16
H -0.217 -4.548 4.157  0.12
H -1.434 -4.304 2.932  0.07
H 0.832 -4.567 0.423  0.14
H -0.892 -4.147 0.844  0.06
C 3.914 -0.303 -0.811  -0.74
O 3.414 -1.360 -0.427  0.03
N 5.222 -0.092 -0.993  0.15
N 3.223 0.773 -1.091  0.17
H 5.844 -0.885 -0.921  0.11
H 5.537 0.847 -1.191  0.09
H 2.240 0.747 -0.860  0.07
H 3.696 1.661 -1.174  0.10
C -1.188 -1.382 5.998  -0.83
O -2.203 -0.879 6.393  0.02
N -1.010 -1.599 4.747  0.17
N -0.272 -1.934 6.775  0.16
H -0.251 -2.192 4.444  0.08
H -1.711 -1.240 4.114  0.06
H -0.256 -1.914 7.785  0.12
H 0.478 -2.386 6.272  0.10
C -1.270 5.079 2.632  -0.83
O -1.998 6.120 2.677  -0.07
N -0.376 4.865 3.518  0.15
N -1.495 4.135 1.793  0.17
H -0.047 5.541 4.192  0.11
H -0.027 3.922 3.612  0.05
H -2.228 4.253 1.108  0.11
H -0.922 3.311 1.904  0.04
C 1.073 3.672 -1.111  -0.06
C -0.341 3.831 -1.690  -0.48
C -0.582 5.143 -2.445  -0.06
O -0.318 2.940 -2.737  -0.09
H 1.350 4.356 -0.310  0.07
H 1.905 3.657 -1.816  0.08
H 1.138 2.738 -0.553  0.03
H -1.106 3.739 -0.919  0.11
H -0.210 5.953 -1.817  0.07
H -1.632 5.431 -2.502  0.08
H -0.019 5.296 -3.366  0.09
H -1.038 3.120 -3.346  0.03
C 4.319 0.922 -4.924  -0.07
C 3.253 -0.162 -4.811  -0.48
C 1.817 0.365 -4.375  -0.02
O 3.159 -0.617 -6.081  -0.06
H 4.016 1.929 -5.211  0.08
H 5.216 0.585 -5.445  0.09
H 4.602 1.098 -3.887  0.05
H 3.710 -0.924 -4.179  0.14
H 1.103 -0.355 -3.974  0.04
H 1.259 0.959 -5.098  0.08
H 1.938 0.921 -3.446  0.05
H 3.441 0.050 -6.711  0.09
C -4.582 2.011 -4.418  -0.04
C -3.143 1.976 -3.873  -0.46
C -2.136 1.013 -4.447  -0.05
O -2.700 3.314 -4.149  -0.09
H -5.165 2.741 -3.857  0.08
H -4.983 0.997 -4.426  0.08
H -4.500 2.340 -5.454  0.08
H -3.142 1.843 -2.791  0.14
H -2.605 0.029 -4.432  0.09
H -1.252 1.009 -3.809  0.06
H -1.822 1.199 -5.474  0.09
H -2.472 3.301 -5.081  0.09
C 2.061 0.892 5.462  -0.10
C 3.035 0.111 4.670  -0.47
C 2.327 -0.768 3.569  -0.03
O 3.997 0.993 4.023  -0.08
H 2.689 1.337 6.233  0.08
H 1.303 0.281 5.953  0.06
H 1.419 1.559 4.886  0.04
H 3.568 -0.432 5.450  0.12
H 1.329 -1.058 3.898  0.03
H 2.870 -1.697 3.397  0.08
H 2.341 -0.206 2.635  0.06
H 4.786 0.994 4.571  0.07


What are the M values for these records? In order: 623.71, 714.82, 602.76, 732.84 g/mol.